The following is a quantum chemistry calculation of C55H57AsN12O8PRbS2 as an isolated structure, from the Open Molecules 2025 dataset.

## Properties
2S+1	1
relative energy (zero: lowest compared OMol25 entry of this formula, charge and spin)	155.47	kJ/mol
HOMO level (alpha / beta)	-3.54 / -1.47	eV
lowest unoccupied orbital energy (alpha / beta)	3.560 / 3.307	eV
charge	-2

Each line ends with the Löwdin charge.
CARTESIAN COORDINATES (ANGSTROEM)
1 Rb 0.6646 0.2799 0.5035  0.644
2 N 2.0602 -2.8397 3.9261  -0.001
3 N 1.1618 -1.7474 3.9102  -0.043
4 C 0.2150 -1.6457 2.8640  -0.834
5 O -0.3705 -0.5371 2.7618  -0.238
6 O 0.0591 -2.6612 2.1457  -0.094
7 H 2.4158 -2.9770 2.9797  0.051
8 H 1.4944 -3.6636 4.0983  0.059
9 H 1.6045 -0.8771 4.1627  0.064
10 C 0.8936 -2.5126 -6.0491  -0.135
11 C 2.1190 -1.8887 -5.8121  -0.149
12 C 2.6263 -1.7484 -4.5270  -0.091
13 C 1.8955 -2.2227 -3.4111  -0.329
14 C 0.6588 -2.8520 -3.6711  -0.047
15 C 0.1761 -3.0035 -4.9538  -0.108
16 N 2.2803 -2.0741 -2.0996  0.021
17 N 3.5752 -1.8490 -2.0055  0.000
18 C 4.0660 -1.6057 -0.7519  -0.360
19 C 5.4797 -1.6436 -0.6397  -0.045
20 C 6.0782 -1.4407 0.5757  -0.106
21 C 5.2773 -1.1848 1.6945  -0.095
22 C 3.9111 -1.1252 1.4931  -0.204
23 N 3.3002 -1.3121 0.3215  0.068
24 H 0.5145 -2.6268 -7.0573  0.081
25 H 2.6956 -1.5049 -6.6487  0.092
26 H 3.5741 -1.2598 -4.3491  0.095
27 H 0.0946 -3.2174 -2.8268  0.076
28 H -0.7824 -3.4893 -5.1050  0.092
29 H 6.0491 -1.8439 -1.5377  0.093
30 H 7.1585 -1.4757 0.6657  0.091
31 H 5.6880 -1.0267 2.6828  0.092
32 H 3.2649 -0.9018 2.3396  0.074
33 O 2.2355 4.8196 1.7285  -0.038
34 C 2.3293 4.3088 0.5952  -0.610
35 O 1.9977 3.1192 0.2995  -0.181
36 C 2.9302 5.0966 -0.5349  -0.158
37 C 3.2687 6.4339 -0.3652  -0.035
38 C 3.8285 7.1605 -1.4015  -0.110
39 C 4.0572 6.5296 -2.6226  -0.114
40 C 3.7225 5.2009 -2.8078  -0.130
41 C 3.1419 4.4634 -1.7668  -0.595
42 S 2.6974 2.7956 -1.9939  0.810
43 H 3.0823 6.8759 0.6058  0.110
44 H 4.0855 8.2040 -1.2672  0.087
45 H 4.5010 7.0832 -3.4424  0.091
46 H 3.9022 4.7219 -3.7624  0.092
47 C 0.2876 3.5549 4.0591  -0.087
48 C 0.5572 5.0011 4.4559  -0.291
49 S 1.9720 5.1861 5.5165  0.660
50 O 1.9369 4.1547 6.5291  -0.309
51 O 2.0570 6.5650 5.9429  -0.339
52 C 3.3264 4.8459 4.4077  -0.205
53 C 4.4586 4.0372 5.0314  -0.118
54 N 4.1286 2.6184 5.1736  0.055
55 C 3.8013 1.8050 4.1332  -0.303
56 N 3.3452 0.6353 4.5409  0.139
57 C 3.3651 0.6736 5.8982  -0.025
58 C 3.8416 1.8835 6.3095  -0.175
59 N 4.1142 2.2822 7.6471  -0.343
60 O 4.8583 3.2348 7.8442  0.050
61 O 3.6549 1.5842 8.5337  0.070
62 C 3.9186 2.2404 2.7237  0.030
63 H -0.7280 3.4680 3.6746  0.085
64 H 0.3860 2.8856 4.9132  0.079
65 H 0.9601 3.2400 3.2618  0.060
66 H -0.2537 5.4375 5.0437  0.101
67 H 0.7436 5.6362 3.5870  0.095
68 H 3.6850 5.8162 4.0653  0.117
69 H 2.9025 4.3518 3.5346  0.041
70 H 4.7460 4.4046 6.0089  0.108
71 H 5.3228 4.1159 4.3705  0.128
72 H 3.0619 -0.1589 6.5105  0.124
73 H 4.8546 2.7778 2.5507  0.104
74 H 3.0984 2.9001 2.4392  0.045
75 H 3.8893 1.3980 2.0437  0.073
76 N 0.3045 1.4994 -5.9073  0.166
77 C -0.0168 1.3408 -4.5997  -0.511
78 N 0.5136 0.3017 -3.9647  0.222
79 N -0.8594 2.2083 -4.0591  0.099
80 C -1.1004 1.9454 -2.7829  -0.409
81 N -1.2915 1.6652 -1.6747  0.133
82 H 0.7219 0.7334 -6.4055  0.090
83 H -0.2394 2.1712 -6.4167  0.097
84 H 1.2734 -0.2431 -4.3567  0.063
85 H 0.4297 0.2520 -2.9604  0.088
86 C -3.2779 -1.7216 -0.9995  -0.411
87 C -2.6173 -1.6777 -2.3700  -0.452
88 As -3.7345 -1.3097 -3.9466  1.294
89 C -4.7793 0.1814 -3.2342  -0.409
90 C -5.8229 0.0472 -2.3206  -0.122
91 C -6.4525 1.1698 -1.8017  -0.092
92 C -6.0399 2.4403 -2.1832  -0.100
93 C -5.0010 2.5837 -3.0902  -0.089
94 C -4.3806 1.4589 -3.6176  -0.139
95 C -5.0405 -2.7554 -3.7461  -0.414
96 C -6.3372 -2.6173 -4.2375  -0.137
97 C -7.2365 -3.6731 -4.1820  -0.104
98 C -6.8485 -4.8918 -3.6411  -0.109
99 C -5.5563 -5.0450 -3.1598  -0.088
100 C -4.6595 -3.9856 -3.2137  -0.113
101 P -1.9509 -2.0449 0.2735  1.071
102 C -3.0200 -2.2397 1.7478  -0.349
103 C -2.9004 -3.3173 2.6224  -0.087
104 C -3.7002 -3.4020 3.7535  -0.089
105 C -4.6277 -2.4084 4.0351  -0.113
106 C -4.7389 -1.3193 3.1825  -0.100
107 C -3.9370 -1.2349 2.0537  -0.092
108 C -1.5899 -3.7895 -0.1802  -0.367
109 C -2.5860 -4.7519 -0.3483  -0.115
110 C -2.2723 -6.0334 -0.7780  -0.105
111 C -0.9499 -6.3670 -1.0503  -0.103
112 C 0.0489 -5.4209 -0.8757  -0.078
113 C -0.2664 -4.1406 -0.4337  -0.103
114 H -4.0980 -2.4434 -0.9563  0.067
115 H -3.6944 -0.7381 -0.7703  0.059
116 H -2.0897 -2.6075 -2.5959  0.033
117 H -1.8616 -0.8883 -2.3929  0.030
118 H -6.1366 -0.9386 -1.9995  0.099
119 H -7.2539 1.0515 -1.0822  0.097
120 H -6.5197 3.3161 -1.7635  0.095
121 H -4.6578 3.5696 -3.3781  0.101
122 H -3.5614 1.5837 -4.3177  0.074
123 H -6.6538 -1.6689 -4.6578  0.097
124 H -8.2436 -3.5422 -4.5601  0.094
125 H -7.5505 -5.7153 -3.5928  0.092
126 H -5.2397 -5.9884 -2.7309  0.096
127 H -3.6602 -4.1277 -2.8201  0.082
128 H -2.1513 -4.0733 2.4294  0.103
129 H -3.5854 -4.2436 4.4269  0.094
130 H -5.2462 -2.4725 4.9226  0.088
131 H -5.4393 -0.5224 3.4039  0.093
132 H -4.0142 -0.3602 1.4176  0.101
133 H -3.6183 -4.4974 -0.1313  0.105
134 H -3.0574 -6.7718 -0.8991  0.090
135 H -0.7019 -7.3640 -1.3961  0.091
136 H 1.0823 -5.6655 -1.0894  0.105
137 H 0.5214 -3.4101 -0.2913  0.090

Forces on the atoms, in the same order (eV/Å):
0.2 0.3 -0.5
0.0 0.0 -0.1
-0.1 -0.1 0.0
0.0 0.0 0.2
0.0 -0.1 0.4
-0.1 -0.1 0.0
0.0 0.0 0.0
0.0 0.0 0.0
0.0 0.0 0.0
0.1 0.1 0.0
-0.1 -0.1 -0.1
0.2 -0.2 0.0
0.0 -0.2 0.0
0.0 0.0 -0.1
0.0 0.1 0.0
0.1 0.0 0.0
0.1 0.0 0.1
0.1 0.2 0.0
0.0 0.0 0.0
0.0 0.0 0.1
0.0 0.0 0.0
-0.1 -0.1 0.0
-0.1 -0.1 -0.2
0.0 0.0 0.0
0.0 0.0 0.0
0.0 0.0 0.0
0.0 0.0 0.1
0.0 0.0 0.0
0.0 0.0 0.0
0.0 0.0 0.0
0.0 0.0 0.0
0.0 0.0 0.0
-0.1 0.2 -0.2
0.1 -0.3 -0.2
0.0 0.0 0.0
-0.1 0.1 -0.1
0.0 0.0 0.0
0.0 0.0 0.0
0.0 0.0 0.0
0.0 0.0 0.0
-0.1 0.0 0.1
0.0 0.1 0.1
0.0 0.0 0.0
0.0 0.0 0.0
0.0 0.0 0.0
0.0 0.0 0.0
0.0 0.0 0.0
-0.1 0.0 0.0
0.0 -0.1 -0.1
0.0 0.0 0.1
0.0 0.1 0.0
0.1 0.0 0.1
-0.1 0.0 0.0
0.0 0.0 0.0
-0.1 0.1 0.0
0.0 -0.1 0.1
0.0 0.0 0.0
-0.1 0.2 0.1
0.3 -0.2 -0.1
-0.1 0.1 0.0
-0.1 0.1 0.0
0.1 0.1 -0.2
0.0 0.0 0.0
0.0 0.0 0.0
0.0 0.0 0.0
0.0 0.0 0.0
0.0 0.0 0.0
0.0 0.0 0.0
0.0 0.2 0.1
0.0 0.0 0.0
0.0 0.0 0.0
0.0 0.0 0.0
0.0 0.0 0.0
0.1 -0.1 0.0
0.0 -0.2 0.1
0.1 0.2 0.0
-0.2 0.1 -0.1
0.1 0.2 0.3
0.0 -0.1 0.0
0.1 0.1 0.0
-0.1 0.0 0.1
0.0 -0.1 0.0
0.0 0.0 0.0
-0.2 0.1 -0.1
-0.1 0.0 0.0
0.0 0.0 -0.1
0.0 0.1 0.0
0.0 0.0 0.0
0.0 0.0 0.0
0.0 0.0 0.0
0.0 0.0 0.0
0.0 0.0 0.0
0.0 0.0 0.0
0.0 0.0 0.0
0.0 0.0 0.0
0.0 0.0 0.0
0.0 0.0 0.0
0.0 0.0 0.0
0.0 0.0 0.0
0.0 0.0 0.0
0.1 0.1 -0.1
0.0 0.0 0.0
0.0 0.0 0.0
0.0 0.0 0.0
0.0 0.0 0.0
0.0 0.0 0.0
0.0 0.0 0.0
0.0 0.0 0.0
0.0 0.0 0.0
0.0 0.0 0.0
0.0 0.0 0.0
0.0 0.0 0.0
0.0 0.0 0.0
0.0 0.0 0.0
0.0 0.0 0.0
0.0 0.0 0.0
0.0 0.0 0.0
0.0 0.0 0.0
0.0 0.0 0.0
0.0 0.0 0.0
0.0 0.0 0.0
0.0 0.0 0.0
0.0 0.0 0.0
0.0 0.0 0.0
0.0 0.0 0.0
0.0 0.0 0.0
0.0 0.0 0.0
0.0 0.0 0.0
0.0 0.0 0.0
0.0 0.0 0.0
0.0 0.0 0.0
0.0 0.0 0.0
0.0 0.0 0.0
0.0 0.0 0.0
0.0 0.0 0.0
0.0 0.0 0.0
0.0 0.0 0.0